Record 1
{
  "formula": "C17H15MnN4O2S3",
  "method": "ωB97M-V with the def2-TZVPD basis set",
  "multiplicity": 4,
  "gap_ev": [6.83, 6.57],
  "total_charge": -1,
  "energy_ev": -91754.7318,
  "s_squared": 3.849,
  "elements": ["Mn", "S", "C", "C", "C", "C", "C", "C", "S", "H", "H", "H", "H", "N", "C", "C", "C", "C", "C", "C", "S", "O", "O", "N", "C", "N", "C", "C", "C", "N", "H", "H", "H", "H", "H", "H", "H", "H", "H", "C", "H", "H"],
  "positions_angstrom": [[0.25, -0.32, -0.54], [-1.54, -1.10, -1.51], [-3.03, -1.46, -0.62], [-3.93, -2.29, -1.30], [-5.14, -2.67, -0.75], [-5.48, -2.23, 0.52], [-4.60, -1.42, 1.21], [-3.37, -1.03, 0.66], [-2.42, -0.02, 1.76], [-3.64, -2.64, -2.29], [-5.80, -3.32, -1.31], [-6.42, -2.52, 0.97], [-4.84, -1.08, 2.21], [-0.68, 0.94, -7.47], [-0.02, 0.36, -6.39], [1.35, 0.60, -6.19], [2.02, -0.03, -5.16], [1.34, -0.91, -4.33], [-0.01, -1.16, -4.53], [-0.69, -0.52, -5.54], [2.19, -1.76, -3.02], [1.68, -3.11, -3.02], [3.61, -1.58, -3.19], [1.72, -1.09, -1.60], [2.09, 0.19, -1.32], [2.66, 1.04, -2.22], [3.20, 2.13, -1.73], [3.16, 2.48, -0.37], [2.41, 1.66, 0.45], [1.86, 0.54, -0.01], [-0.26, 1.78, -7.85], [-1.68, 1.00, -7.38], [1.87, 1.29, -6.85], [3.07, 0.15, -4.98], [-0.52, -1.86, -3.88], [-1.75, -0.69, -5.68], [3.67, 2.79, -2.45], [3.66, 3.36, 0.02], [2.22, 1.91, 1.48], [-0.83, 0.47, 1.06], [-0.96, 1.53, 0.81], [-0.19, 0.44, 1.95]],
  "lowdin_charge": [0.39, 0.67, -0.62, -0.16, -0.13, -0.13, -0.16, -0.57, 0.83, 0.09, 0.09, 0.09, 0.08, 0.08, -0.33, -0.04, -0.07, -0.29, -0.09, -0.03, 0.60, -0.31, -0.31, -0.16, -0.52, 0.14, -0.13, -0.07, -0.12, -0.01, 0.08, 0.08, 0.10, 0.11, 0.06, 0.11, 0.11, 0.09, 0.12, -0.61, -0.02, -0.03]
}


Record 2
{
  "formula": "C17H15MnO4P",
  "method": "ωB97M-V with the def2-TZVPD basis set",
  "multiplicity": 5,
  "gap_ev": [8.46, 4.87],
  "total_charge": 3,
  "energy_ev": -66635.9695,
  "s_squared": 6.071,
  "elements": ["Mn", "O", "C", "C", "O", "C", "O", "C", "O", "H", "H", "C", "P", "C", "C", "C", "C", "C", "C", "C", "C", "C", "C", "C", "C", "H", "H", "H", "H", "H", "H", "H", "H", "H", "H", "H", "H", "H"],
  "positions_angstrom": [[1.25, -1.69, -0.70], [-0.40, -4.21, -0.79], [0.22, -3.21, -0.78], [2.87, -0.88, -0.96], [3.87, -0.32, -1.17], [0.61, -1.04, -2.31], [0.16, -0.60, -3.28], [2.12, -2.65, 0.62], [2.49, -3.17, 1.59], [2.89, -4.17, -2.75], [3.47, -3.69, -2.79], [0.30, -0.74, 2.32], [0.12, -0.32, 0.53], [-1.69, -0.18, 0.25], [-2.36, -0.90, -0.75], [-3.75, -0.99, -0.73], [-4.49, -0.29, 0.24], [-3.83, 0.52, 1.17], [-2.43, 0.62, 1.14], [0.70, 1.42, 0.28], [1.44, 2.03, 1.29], [2.08, 3.25, 1.07], [1.95, 3.88, -0.18], [1.18, 3.29, -1.20], [0.53, 2.07, -0.95], [-0.22, -1.69, 2.46], [-0.12, 0.01, 3.01], [1.38, -0.86, 2.53], [-1.77, -1.37, -1.53], [-4.25, -1.61, -1.49], [-5.57, -0.39, 0.25], [-4.40, 1.09, 1.90], [-1.89, 1.29, 1.80], [1.50, 1.54, 2.26], [2.66, 3.72, 1.86], [2.44, 4.83, -0.37], [1.07, 3.77, -2.17], [-0.12, 1.64, -1.71]],
  "lowdin_charge": [0.01, 0.24, -0.09, -0.08, 0.23, -0.13, 0.19, -0.11, 0.24, 0.04, 0.04, -0.18, 0.97, -0.27, 0.01, 0.10, 0.06, 0.06, 0.05, -0.27, 0.00, 0.10, 0.07, 0.04, 0.03, 0.09, 0.07, 0.07, 0.10, 0.17, 0.15, 0.16, 0.14, 0.12, 0.17, 0.16, 0.15, 0.13]
}


Record 3
{
  "formula": "C17H15N3O3S3",
  "method": "ωB97M-V with the def2-TZVPD basis set",
  "multiplicity": 1,
  "gap_ev": 8.05,
  "total_charge": 0,
  "smiles": "CCOC(=O)c1cc(-c2ccccc2)sc1NC(=O)CSc1nncs1",
  "energy_ev": -60991.2427,
  "elements": ["C", "C", "O", "C", "O", "C", "C", "C", "C", "C", "C", "C", "C", "C", "S", "C", "N", "C", "O", "C", "S", "C", "N", "N", "C", "S", "H", "H", "H", "H", "H", "H", "H", "H", "H", "H", "H", "H", "H", "H", "H"],
  "positions_angstrom": [[-2.41, -4.94, 1.25], [-2.61, -4.33, -0.14], [-2.39, -2.92, -0.13], [-1.13, -2.51, -0.24], [-0.18, -3.26, -0.37], [-1.01, -1.06, -0.20], [-2.05, -0.11, -0.05], [-1.62, 1.18, -0.05], [-2.40, 2.39, 0.08], [-3.76, 2.35, 0.39], [-4.50, 3.52, 0.51], [-3.89, 4.75, 0.32], [-2.54, 4.80, 0.01], [-1.80, 3.64, -0.11], [0.12, 1.27, -0.25], [0.23, -0.44, -0.31], [1.42, -1.09, -0.47], [2.59, -0.42, -0.60], [2.63, 0.79, -0.57], [3.81, -1.30, -0.75], [4.86, -1.05, 0.73], [5.79, 0.30, 0.19], [5.90, 0.67, -1.04], [6.69, 1.72, -1.20], [7.19, 2.16, -0.11], [6.71, 1.28, 1.31], [-1.38, -4.82, 1.56], [-2.65, -6.00, 1.22], [-3.06, -4.44, 1.97], [-3.64, -4.46, -0.47], [-1.93, -4.80, -0.85], [-3.08, -0.42, 0.05], [-4.25, 1.40, 0.55], [-5.55, 3.46, 0.75], [-4.46, 5.66, 0.42], [-2.06, 5.76, -0.13], [-0.75, 3.69, -0.35], [1.32, -2.11, -0.49], [4.41, -0.99, -1.60], [3.56, -2.36, -0.79], [7.86, 3.00, -0.06]],
  "lowdin_charge": [-0.06, -0.21, 0.01, -0.43, 0.08, -0.15, -0.04, -0.42, -0.24, -0.03, -0.08, -0.09, -0.08, -0.06, 1.21, -0.42, 0.11, -0.55, 0.00, -0.34, 0.93, -0.96, -0.06, -0.06, -0.46, 0.99, 0.07, 0.08, 0.08, 0.12, 0.12, 0.12, 0.11, 0.10, 0.10, 0.10, 0.08, 0.13, 0.08, 0.08, 0.06]
}


Record 4
{
  "formula": "C17H15N5O7RuS2",
  "method": "ωB97M-V with the def2-TZVPD basis set",
  "multiplicity": 5,
  "gap_ev": [8.56, 4.12],
  "total_charge": 0,
  "energy_ev": -63901.8964,
  "s_squared": 6.025,
  "elements": ["Ru", "C", "C", "C", "C", "C", "C", "C", "S", "O", "O", "N", "C", "C", "O", "O", "H", "H", "H", "H", "H", "H", "H", "H", "H", "N", "C", "N", "C", "N", "N", "C", "C", "C", "C", "C", "C", "S", "O", "O", "O", "H", "H", "H", "H", "H", "H"],
  "positions_angstrom": [[-0.30, -0.20, -0.23], [-4.79, 3.98, -2.56], [-4.19, 3.01, -1.59], [-5.00, 2.32, -0.70], [-4.45, 1.48, 0.26], [-3.08, 1.34, 0.33], [-2.25, 2.01, -0.57], [-2.81, 2.83, -1.53], [-2.29, 0.37, 1.60], [-3.19, 0.07, 2.67], [-1.05, 1.06, 1.91], [-1.82, -1.00, 0.77], [-1.43, -2.06, 1.61], [0.09, -1.84, 2.09], [0.48, -2.45, 3.05], [0.72, -1.04, 1.34], [-5.68, 4.44, -2.14], [-5.08, 3.48, -3.48], [-4.07, 4.76, -2.81], [-6.08, 2.44, -0.75], [-5.07, 0.97, 0.98], [-1.16, 1.96, -0.47], [-2.18, 3.36, -2.23], [-1.43, -3.02, 1.08], [-2.05, -2.11, 2.51], [0.65, -3.85, -4.89], [-0.05, -3.16, -4.28], [-0.85, -2.43, -3.59], [-0.81, -1.52, -2.78], [-0.90, -0.58, -2.06], [1.64, 0.53, -1.03], [2.12, 1.79, -0.54], [3.10, 2.49, -1.25], [3.62, 3.67, -0.72], [3.12, 4.10, 0.49], [2.13, 3.47, 1.19], [1.63, 2.28, 0.66], [3.80, 5.69, 1.17], [5.20, 5.55, 0.86], [3.42, 5.63, 2.55], [3.03, 6.56, 0.31], [1.77, 0.48, -2.05], [2.21, -0.22, -0.61], [3.46, 2.12, -2.19], [4.40, 4.22, -1.22], [1.77, 3.88, 2.12], [0.86, 1.74, 1.21]],
  "lowdin_charge": [1.35, -0.04, -0.26, -0.02, -0.03, -0.28, -0.11, -0.02, 0.64, -0.25, -0.34, -0.31, -0.18, -0.64, 0.10, -0.14, 0.08, 0.09, 0.08, 0.12, 0.12, 0.07, 0.12, 0.13, 0.12, 0.12, -0.38, 0.12, -0.31, -0.05, 0.00, -0.26, 0.01, -0.02, -0.19, 0.01, 0.00, 0.51, -0.27, -0.27, -0.13, 0.11, 0.12, 0.12, 0.13, 0.13, 0.07]
}


Record 5
{
  "formula": "C17H15N5OS",
  "method": "ωB97M-V with the def2-TZVPD basis set",
  "multiplicity": 1,
  "gap_ev": 8.81,
  "total_charge": 0,
  "smiles": "Cc1ccccc1CSc1nnc(Cn2nnc3ccccc32)o1",
  "energy_ev": -38201.2222,
  "elements": ["C", "C", "C", "C", "C", "C", "C", "C", "S", "C", "N", "N", "C", "C", "N", "N", "N", "C", "C", "C", "C", "C", "C", "O", "H", "H", "H", "H", "H", "H", "H", "H", "H", "H", "H", "H", "H", "H", "H"],
  "positions_angstrom": [[-4.13, -0.18, -1.19], [-3.83, 0.57, -2.38], [-4.82, 1.28, -3.09], [-4.55, 2.31, -3.98], [-3.23, 2.45, -4.33], [-2.22, 1.81, -3.68], [-2.43, 0.81, -2.70], [-1.26, 0.30, -1.82], [-0.93, 1.54, -0.50], [-0.09, 0.41, 0.53], [-0.61, -0.67, 1.13], [0.40, -1.36, 1.69], [1.48, -0.61, 1.64], [2.82, -1.30, 2.06], [4.04, -0.42, 2.25], [5.14, -0.41, 1.46], [6.08, 0.30, 2.02], [5.76, 0.56, 3.31], [6.48, 0.99, 4.46], [5.82, 1.43, 5.64], [4.49, 1.16, 5.75], [3.78, 0.46, 4.68], [4.42, 0.19, 3.46], [1.25, 0.54, 0.90], [-3.75, -1.13, -1.48], [-5.26, -0.33, -0.97], [-3.56, 0.17, -0.38], [-5.91, 1.02, -3.05], [-5.39, 2.79, -4.45], [-2.78, 3.03, -5.16], [-1.19, 1.95, -4.04], [-1.49, -0.64, -1.28], [-0.29, 0.11, -2.35], [2.66, -1.65, 3.14], [3.15, -1.98, 1.24], [7.48, 1.18, 4.38], [6.39, 1.92, 6.37], [4.03, 1.70, 6.57], [2.69, 0.32, 4.76]],
  "lowdin_charge": [-0.06, -0.25, -0.05, -0.08, -0.12, -0.08, -0.21, -0.38, 0.98, -0.64, 0.04, 0.06, -0.26, 0.01, -0.08, 0.05, 0.06, -0.24, 0.02, -0.09, -0.08, 0.01, -0.19, 0.05, 0.08, 0.13, 0.05, 0.12, 0.10, 0.12, 0.12, 0.07, 0.09, 0.14, 0.14, 0.07, 0.09, 0.10, 0.10]
}